No. 1
{"formula": "C23H23N3O6W", "method": "ωB97M-V/def2-TZVPD", "total_charge": 4, "multiplicity": 3, "s_squared": 2.01, "homo_lumo_gap_ev": [6.53, 6.46], "symbols": ["W", "O", "C", "O", "C", "C", "C", "C", "C", "N", "C", "O", "O", "H", "H", "H", "H", "H", "C", "C", "C", "C", "C", "C", "C", "O", "C", "C", "C", "H", "H", "H", "H", "H", "H", "H", "H", "H", "H", "H", "H", "N", "C", "O", "C", "C", "C", "C", "N", "C", "H", "H", "H", "H", "H", "H"], "xyz": [[-0.540211, 0.150745, -0.107397], [2.372176, 0.853396, 2.780093], [1.508767, 0.908729, 1.851210], [0.544558, 0.124273, 1.709519], [1.580797, 2.050139, 0.905142], [2.412728, 3.150846, 0.975509], [2.135020, 4.231878, 0.141701], [0.988758, 4.199682, -0.656615], [0.221528, 3.054950, -0.660903], [0.557307, 1.972351, 0.053552], [-1.104088, 2.797062, -1.282139], [-1.788116, 3.550200, -2.038627], [-1.592661, 1.680442, -0.979282], [2.260028, 0.134477, 3.435754], [3.236533, 3.175478, 1.681074], [2.770102, 5.110846, 0.157158], [0.705074, 5.070486, -1.238411], [-1.432833, 4.434278, -2.254017], [-5.456786, -3.071465, 2.203971], [-4.219661, -2.937585, 1.343328], [-4.029213, -2.016050, -1.219748], [-2.561320, -1.542233, -1.252057], [-2.074651, -0.753541, -2.464540], [-1.090885, -3.028016, 0.248800], [-0.006356, -2.312594, 0.548359], [0.458052, -1.393370, -0.411694], [-1.750913, -4.056442, 1.126507], [-0.913847, -4.474272, 2.318416], [-3.175741, -3.747306, 1.609421], [-6.271940, -3.501607, 1.613409], [-5.808075, -2.097525, 2.555940], [-5.291694, -3.704216, 3.071786], [-4.697681, -1.431213, -1.851020], [-2.641866, 0.157384, -2.621229], [-2.157101, -1.367842, -3.362036], [-0.992551, -0.515103, -2.394300], [0.608614, -2.445876, 1.422758], [-0.929336, -3.691080, 3.077964], [0.111744, -4.693642, 2.022506], [-1.334976, -5.376573, 2.759954], [-3.392469, -4.430507, 2.427254], [-2.602747, -6.396908, -1.486478], [-2.394259, -5.279855, -0.872572], [-1.815567, -5.317162, 0.295102], [-2.756414, -3.944964, -1.336852], [-3.985759, -3.482924, -1.520997], [-4.417331, -1.801472, 0.288875], [-3.462820, -0.761340, 0.733456], [-2.439312, -0.659735, -0.029873], [-1.735309, -2.863015, -1.094302], [-2.360314, -7.282603, -1.049827], [-2.987635, -6.427102, -2.422536], [-4.886927, -4.071897, -1.657639], [-5.451317, -1.477965, 0.387923], [-3.559875, -0.183898, 1.647096], [-0.959926, -2.901841, -1.861445]], "atomic_forces_ev_per_a": [[0.563, 0.490, 0.644], [0.118, 0.059, 0.111], [0.169, 0.208, 0.001], [-0.260, -0.490, -0.034], [0.206, -0.123, 0.231], [0.164, 0.060, 0.068], [0.013, -0.015, 0.005], [0.024, 0.204, -0.098], [-0.149, 0.149, -0.274], [-0.038, 0.306, 0.246], [0.130, 0.009, -0.058], [0.031, 0.308, -0.091], [-0.710, 0.190, -0.433], [-0.010, -0.013, -0.010], [-0.024, 0.004, -0.026], [-0.031, -0.002, -0.007], [0.048, -0.012, 0.029], [0.007, -0.031, -0.026], [0.022, 0.025, -0.047], [-0.077, 0.016, -0.021], [-0.017, -0.004, 0.217], [-0.021, -0.117, -0.145], [-0.448, -0.212, 0.023], [-0.127, 0.023, -0.218], [0.216, -0.679, -0.088], [-0.277, -0.341, 0.250], [-0.104, 0.117, 0.071], [0.057, -0.077, 0.006], [0.013, -0.058, -0.006], [0.009, 0.041, -0.010], [0.047, -0.027, -0.005], [0.013, -0.023, -0.022], [0.011, 0.014, -0.001], [-0.042, 0.077, -0.019], [0.105, -0.038, -0.025], [0.025, 0.004, -0.094], [0.097, 0.111, 0.096], [0.018, -0.014, -0.023], [-0.024, -0.010, 0.013], [-0.013, 0.040, 0.030], [0.004, 0.009, -0.010], [-0.045, -0.121, -0.086], [0.036, -0.021, 0.134], [-0.015, 0.037, -0.043], [0.085, -0.010, -0.024], [-0.186, 0.024, 0.018], [0.050, -0.217, 0.025], [-0.033, -0.037, 0.123], [0.268, -0.051, -0.498], [-0.010, 0.081, 0.075], [-0.004, -0.002, 0.027], [0.006, 0.033, -0.018], [0.074, 0.006, 0.028], [-0.015, 0.057, -0.008], [-0.011, 0.009, 0.037], [0.061, 0.035, -0.043]], "mulliken_charge": [1.4023, -0.3361, 0.4226, -0.6414, 0.7489, -0.6046, -0.5411, -0.7652, 1.1200, -0.3037, 0.5526, -0.3591, -0.4697, 0.4385, 0.5588, 0.5132, 0.3333, 0.3732, -1.9142, 0.6123, -0.3553, 0.4709, -1.0916, -0.0338, -1.2392, -0.5636, 1.8993, -2.0711, -1.1633, 0.3946, 0.4277, 0.5221, 0.6725, 0.3924, 0.5266, 0.3807, 0.6539, 0.4192, 0.5519, 0.4787, 0.5137, -0.2101, 0.3008, -0.5077, -0.8045, -0.8256, -0.2430, -0.7034, -0.3821, 0.6926, 0.3357, 0.2867, 0.5164, 0.9928, 0.6126, 1.0118]}

No. 2
{"formula": "C23H23N5OReS", "method": "ωB97M-V/def2-TZVPD", "total_charge": 2, "multiplicity": 2, "s_squared": 0.77, "homo_lumo_gap_ev": [6.79, 6.96], "symbols": ["Re", "C", "N", "C", "C", "N", "C", "S", "C", "C", "C", "C", "C", "N", "H", "H", "H", "H", "H", "H", "H", "H", "H", "C", "C", "C", "C", "N", "C", "C", "C", "C", "C", "C", "C", "H", "H", "H", "H", "H", "H", "H", "H", "N", "C", "O", "C", "C", "H", "H", "H", "H", "H", "H"], "xyz": [[0.772369, 0.036624, -0.679550], [0.106869, -0.545376, 4.721250], [-0.675531, -1.184576, 3.700450], [-1.793631, -1.932876, 3.904550], [-2.245131, -2.330976, 2.700050], [-1.395431, -1.828876, 1.711450], [-0.418531, -1.114276, 2.377950], [0.980069, -0.291876, 1.908650], [-1.644131, -2.055576, 0.342950], [-2.713231, -2.907976, 0.010850], [-3.077431, -3.119376, -1.299950], [-2.348531, -2.489376, -2.302050], [-1.290231, -1.702576, -1.922950], [-0.928731, -1.472676, -0.637650], [-0.313931, -0.788876, 5.692750], [0.089669, 0.538124, 4.590650], [1.142869, -0.885476, 4.680550], [-2.190531, -2.130676, 4.879750], [-3.115531, -2.918776, 2.519250], [-3.274731, -3.419776, 0.769950], [-3.917531, -3.754976, -1.529850], [-2.585931, -2.614276, -3.344650], [-0.683431, -1.208476, -2.678550], [3.241069, 3.795624, -0.698250], [2.289369, 4.802224, -0.631750], [0.961569, 4.431724, -0.654550], [0.596769, 3.084324, -0.730750], [1.538069, 2.110124, -0.788150], [2.819869, 2.484524, -0.777650], [-0.790931, 2.638724, -0.728550], [-1.835531, 3.567324, -0.668350], [-3.153731, 3.165824, -0.626950], [-3.431931, 1.812224, -0.662750], [-2.404131, 0.887424, -0.743450], [-1.052231, 1.243524, -0.765650], [4.293969, 4.013024, -0.689750], [2.574369, 5.840124, -0.562750], [0.199069, 5.190824, -0.604750], [3.562569, 1.705124, -0.834850], [-1.618831, 4.622324, -0.648350], [-3.948531, 3.892124, -0.578550], [-4.449431, 1.458024, -0.638450], [-2.735831, -0.135376, -0.792850], [4.927769, -1.343076, -1.678650], [3.626769, -1.191276, -1.495550], [3.132869, -0.168376, -0.994150], [2.672269, -2.272076, -1.882850], [1.493469, -2.122276, -0.930950], [5.581269, -0.610176, -1.444550], [5.305069, -2.189276, -2.072850], [3.100369, -3.275776, -1.798450], [2.384369, -2.124376, -2.928050], [1.859469, -2.274076, 0.090950], [0.781069, -2.916076, -1.153650]], "atomic_forces_ev_per_a": [[-0.218, -1.969, 2.145], [0.554, 0.452, 0.581], [-0.088, -0.126, -1.143], [-0.646, -0.515, -0.525], [-0.202, -0.034, 0.822], [0.537, 0.530, 1.038], [-0.203, -0.181, -0.048], [0.362, 0.884, -2.830], [-0.010, -0.093, -1.318], [0.145, 0.055, 0.080], [0.303, 0.289, 0.051], [0.117, 0.006, 0.137], [-0.063, -0.095, 0.158], [0.080, 0.531, 0.352], [-0.020, -0.057, -0.044], [-0.013, -0.075, -0.039], [-0.094, -0.019, 0.023], [-0.051, -0.010, 0.159], [-0.113, -0.039, -0.121], [0.018, -0.003, 0.039], [-0.053, -0.094, -0.027], [-0.015, 0.011, -0.129], [-0.075, -0.054, 0.127], [-0.338, 0.099, -0.037], [0.113, -0.349, -0.026], [-0.133, -0.333, -0.035], [0.350, 0.511, 0.031], [-0.459, -0.088, 0.221], [0.860, 0.133, 0.023], [-0.574, -0.281, 0.041], [0.353, -0.115, -0.022], [0.002, -0.162, -0.031], [0.095, 0.083, -0.067], [-0.127, -0.183, 0.003], [0.843, 0.002, 0.137], [0.175, 0.003, -0.006], [0.013, 0.099, -0.002], [-0.013, -0.004, 0.000], [-0.207, 0.123, 0.069], [-0.022, 0.087, 0.000], [-0.068, 0.101, 0.022], [-0.164, -0.007, -0.009], [0.058, -0.056, 0.031], [0.083, 0.183, 0.035], [0.062, -0.901, -0.472], [-0.957, 0.709, 0.477], [-0.046, 0.046, 0.165], [0.045, 0.532, 0.030], [-0.085, 0.017, 0.049], [-0.083, -0.005, -0.013], [0.099, 0.114, -0.098], [0.049, 0.008, -0.015], [-0.097, -0.085, -0.068], [-0.079, 0.322, 0.079]], "mulliken_charge": [0.6438, -0.8628, 0.1253, -0.5768, -0.4621, 0.2668, 0.3244, -0.3536, 0.7495, -0.7972, -0.7681, -1.0177, -0.0363, 0.5058, 0.3186, 0.3739, 0.3647, 0.4657, 0.4307, 0.3833, 0.4554, 0.4887, 0.3480, -0.8059, -0.5240, -0.9839, 1.5428, -0.1816, -0.1355, 0.4733, -0.9459, -0.9060, -1.1207, 0.2167, 0.9338, 0.4527, 0.4826, 0.3685, 0.5661, 0.3488, 0.4272, 0.4552, 0.0028, -0.3733, 0.6806, -0.6905, -0.8252, -1.0331, 0.2374, 0.2316, 0.4953, 0.3097, 0.6271, 0.3033]}